Formula: C4H9O2P
Source: the Open Molecules 2025 dataset
Level of theory: ωB97M-V/def2-TZVPD

Results
Electronic energy: -17674.91647 eV
Frontier orbital gap: 9.2 eV
Energy above the lowest of the compared OMol25 structures with the same formula, charge and spin: 94.6 kcal/mol

```
! RIJCOSX wB97M-V def2-TZVPD def2/J DEFGRID3
* xyz 0 1
C 1.92 -1.22 0.83
P 0.74 -0.16 0.28
C 1.42 1.23 -0.71
O -0.26 -0.97 -0.71
C -1.60 -0.53 -0.74
C -1.93 0.03 0.66
O -0.88 0.72 1.13
H 1.62 -1.79 1.73
H 2.87 -0.70 0.77
H 0.89 2.17 -0.27
H 2.40 1.40 -0.47
H 1.48 0.91 -1.72
H -2.14 -1.30 -1.11
H -1.54 0.12 -1.61
H -2.89 0.77 0.48
H -2.09 -0.67 1.46
*
```

Formula: C23H37BBrF6NO9P3S
Source: the Open Molecules 2025 dataset
Level of theory: ωB97M-V/def2-TZVPD

Results
Electronic energy: -170102.98742 eV
Frontier orbital gap: 7.3 eV
Energy above the lowest of the compared OMol25 structures with the same formula, charge and spin: 5.0 kcal/mol

```
! RIJCOSX wB97M-V def2-TZVPD def2/J DEFGRID3
* xyz -1 1
C -2.96 -1.11 1.93
C -3.28 -1.15 0.43
O -2.29 -1.79 -0.34
C -2.19 -3.21 -0.13
C -0.92 -3.54 0.68
O -0.01 -4.34 -0.05
C 0.65 -3.52 -0.99
C 1.90 -2.81 -0.44
F 1.81 -2.62 0.93
O 2.13 -1.63 -1.09
C 1.08 -0.66 -0.78
C 0.35 -0.29 -2.06
C -0.19 1.15 -2.16
C -1.66 1.25 -1.86
O -2.10 2.02 -1.07
N -2.59 0.38 -2.57
C -2.31 0.21 -3.95
C -1.91 -1.02 -4.50
C -1.67 -1.15 -5.86
C -1.80 -0.06 -6.73
C -2.19 1.17 -6.19
C -2.45 1.30 -4.82
C 1.74 0.44 0.03
O 0.71 1.19 0.66
C 0.93 1.51 2.02
F 2.17 2.02 2.20
C 0.69 0.27 2.89
C 1.96 -0.36 3.44
C 1.81 -1.65 4.11
O 2.06 -0.45 4.82
P -0.31 2.82 2.54
C -1.93 1.98 2.23
C -0.14 4.13 1.27
P 3.00 1.52 -0.81
O 2.42 2.99 -0.67
O 4.27 1.56 0.17
S 3.54 0.99 -2.58
P 3.45 -3.85 -0.81
O 4.39 -3.32 0.42
Br 2.87 -5.92 -0.21
H -3.41 -0.23 2.40
H -1.89 -1.04 2.06
H -3.31 -2.01 2.42
H -3.32 -0.12 0.07
H -4.27 -1.58 0.27
H -2.11 -3.68 -1.10
H -3.07 -3.55 0.40
H -1.16 -4.07 1.59
H -0.47 -2.60 0.99
H 0.94 -4.10 -1.86
H -0.06 -2.76 -1.33
H 0.38 -1.14 -0.10
H 0.96 -0.52 -2.92
H -0.51 -0.96 -2.13
H 0.33 1.90 -1.58
H -0.09 1.45 -3.21
H -2.62 -0.53 -2.11
H -1.80 -1.89 -3.86
H -1.37 -2.10 -6.28
H -1.60 -0.16 -7.78
H -2.30 2.02 -6.84
H -2.75 2.25 -4.41
H 2.30 -0.07 0.82
H 0.21 -0.52 2.31
H 0.11 0.51 3.78
H 2.87 -0.20 2.87
H 0.79 -1.99 4.22
H 2.66 -2.31 4.08
H -1.88 1.16 1.51
H -2.67 2.71 1.91
H -2.26 1.57 3.18
H 0.88 4.50 1.33
H -0.80 4.94 1.57
H -0.36 3.79 0.26
H 3.09 3.57 -0.26
H 4.73 0.72 0.05
H 4.61 -4.04 1.01
B 1.63 5.33 5.32
F 0.59 6.17 4.88
F 2.38 6.00 6.31
F 1.09 4.15 5.86
F 2.46 5.01 4.23
*
```

Formula: C4H9N3O
Source: the Open Molecules 2025 dataset
Level of theory: ωB97M-V/def2-TZVPD

Results
Electronic energy: -10806.28297 eV
Frontier orbital gap: 9.0 eV
Energy above the lowest of the compared OMol25 structures with the same formula, charge and spin: 142.5 kcal/mol

```
! RIJCOSX wB97M-V def2-TZVPD def2/J DEFGRID3
* xyz 0 1
H 0.73 -2.33 -0.39
N 0.90 -1.87 -1.38
C 0.34 -0.66 -1.33
N -0.58 -0.22 -0.39
C -0.79 -0.71 1.02
C 0.41 -0.29 1.90
O 1.43 0.20 1.26
N -1.27 1.02 -0.43
C -0.28 2.08 -0.63
H 0.41 0.08 -2.11
H -1.75 -0.58 1.50
H -0.92 -1.78 0.84
H 0.34 -0.31 3.17
H -1.87 1.18 -1.44
H -0.70 3.11 -0.19
H 0.73 1.76 0.08
H 0.16 2.28 -1.85
*
```

Formula: C4H10O
Source: the Open Molecules 2025 dataset
Level of theory: ωB97M-V/def2-TZVPD

Results
Electronic energy: -6354.64442 eV
Frontier orbital gap: 9.2 eV
Energy above the lowest of the compared OMol25 structures with the same formula, charge and spin: 72.8 kcal/mol

```
! RIJCOSX wB97M-V def2-TZVPD def2/J DEFGRID3
* xyz 0 1
C -1.63 1.20 0.42
C -0.21 0.79 0.11
C 0.08 -0.38 -0.65
C 1.37 -0.54 -1.38
O 0.51 -1.39 0.91
H -2.26 0.32 0.64
H -2.12 1.76 -0.38
H -1.66 1.83 1.32
H 0.53 1.59 0.02
H 0.23 -0.17 1.03
H -0.75 -1.00 -0.99
H 1.28 -0.13 -2.40
H 2.17 0.00 -0.87
H 1.66 -1.59 -1.45
H -0.24 -1.94 1.20
*
```

Formula: CH7NS2
Source: the Open Molecules 2025 dataset
Level of theory: ωB97M-V/def2-TZVPD

Results
Electronic energy: -24310.51435 eV
Frontier orbital gap: 9.5 eV
Energy above the lowest of the compared OMol25 structures with the same formula, charge and spin: 16.2 kcal/mol

```
! RIJCOSX wB97M-V def2-TZVPD def2/J DEFGRID3
* xyz 0 1
C -0.37 0.99 -0.82
N -1.31 1.14 0.33
H -0.62 0.06 -1.33
H -0.50 1.84 -1.49
H 0.65 0.99 -0.47
H -0.81 0.92 1.18
H -2.01 0.41 0.31
S 1.05 -2.08 -0.47
S 1.38 -2.05 1.61
H 2.02 -1.19 -0.69
H 0.53 -1.04 1.84
*
```

Formula: C31H33FeN2O4
Source: the Open Molecules 2025 dataset
Level of theory: ωB97M-V/def2-TZVPD

Results
Electronic energy: -78224.84071 eV
Frontier orbital gap (alpha / beta): 6.2 / 5.2 eV
Energy above the lowest of the compared OMol25 structures with the same formula, charge and spin: 6.2 kcal/mol

```
! RIJCOSX wB97M-V def2-TZVPD def2/J DEFGRID3
* xyz 1 5
C -3.04 4.43 1.15
O -1.89 4.31 0.28
C -1.23 3.08 0.20
C -1.20 2.22 1.28
C -0.33 1.03 1.28
C 0.37 0.72 -0.03
C 0.16 1.62 -1.12
C -0.50 2.83 -1.00
Fe 0.28 5.40 1.74
C 1.33 4.62 2.91
O 2.24 4.19 3.51
C 0.13 6.98 2.49
O 0.09 8.07 2.91
C 1.56 5.87 0.64
O 2.55 6.02 0.05
H -3.78 5.05 0.63
H -3.48 3.44 1.36
H -2.75 4.90 2.09
H -1.71 2.48 2.22
H 0.43 1.17 2.08
H -0.92 0.16 1.56
H 1.47 0.61 0.11
H 0.53 1.29 -2.09
H -0.53 3.59 -1.79
C 5.32 1.61 1.66
C 4.45 0.54 1.08
C 3.44 -0.04 1.86
C 2.55 -0.98 1.29
C 1.32 -1.47 1.92
C 2.70 -1.25 -0.09
N 1.56 -1.74 -0.76
C 0.26 -1.39 -0.32
N -0.52 -2.62 -0.56
C -1.93 -2.71 -0.69
C -2.57 -1.65 -1.38
C -1.76 -0.51 -1.82
C -3.90 -1.78 -1.77
C -4.60 -2.97 -1.53
C -6.04 -3.12 -1.97
C -3.93 -4.03 -0.91
C -2.60 -3.93 -0.49
C -1.98 -5.14 0.13
C 0.32 -3.54 -1.19
C 1.55 -3.01 -1.32
C 3.77 -0.79 -0.86
C 3.92 -1.16 -2.30
C 4.63 0.13 -0.25
H 6.17 1.81 0.99
H 4.78 2.56 1.80
H 5.72 1.30 2.63
H 3.30 0.29 2.89
H 0.32 -1.29 0.90
H 1.30 -2.56 2.11
H 1.04 -0.94 2.84
H -2.18 0.45 -1.48
H -0.70 -0.64 -1.38
H -1.65 -0.47 -2.92
H -4.39 -0.96 -2.29
H -6.48 -4.03 -1.52
H -6.63 -2.25 -1.65
H -6.12 -3.20 -3.06
H -4.45 -4.98 -0.77
H -2.77 -5.72 0.62
H -1.54 -5.80 -0.64
H -1.21 -4.91 0.88
H -0.04 -4.49 -1.53
H 2.45 -3.47 -1.70
H 4.68 -0.52 -2.76
H 4.25 -2.20 -2.43
H 2.99 -1.03 -2.86
H 5.44 0.57 -0.83
*
```

Formula: C26H31I2N6O2Ru
Source: the Open Molecules 2025 dataset
Level of theory: ωB97M-V/def2-TZVPD

Results
Electronic energy: -59270.48357 eV
Frontier orbital gap (alpha / beta): 8.7 / 6.1 eV
Energy above the lowest of the compared OMol25 structures with the same formula, charge and spin: 13.4 kcal/mol

```
! RIJCOSX wB97M-V def2-TZVPD def2/J DEFGRID3
* xyz 2 6
Ru 0.05 -0.32 0.13
I -3.68 -5.21 -2.59
C -2.80 -3.96 -1.22
C -1.61 -4.36 -0.58
C -1.02 -3.53 0.33
I 0.76 -4.02 1.26
C -1.61 -2.24 0.65
O -1.14 -1.49 1.57
C -2.80 -1.85 -0.07
C -3.24 -0.43 0.15
N -2.19 0.42 -0.45
C -2.29 1.85 -0.15
C -1.10 2.56 -0.74
C -1.17 3.88 -1.16
C -0.04 4.48 -1.68
C 1.12 3.74 -1.79
C 1.12 2.43 -1.36
N 0.03 1.85 -0.83
C -3.37 -2.70 -0.97
H -1.18 -5.33 -0.80
H -3.27 -0.21 1.22
H -4.22 -0.24 -0.28
H -2.21 0.29 -1.46
H -2.29 1.96 0.94
H -3.22 2.29 -0.53
H -2.11 4.42 -1.07
H -0.07 5.51 -2.02
H 2.03 4.16 -2.21
H 2.00 1.81 -1.42
H -4.27 -2.40 -1.49
C -0.04 -2.44 -4.36
C 0.00 -1.82 -3.04
N 0.02 -1.34 -2.00
H 0.70 -3.24 -4.40
H 0.19 -1.69 -5.12
H -1.03 -2.85 -4.54
N 6.43 -0.21 0.48
C 5.09 -0.24 0.39
C 4.43 -1.23 -0.36
C 3.06 -1.22 -0.42
N 2.29 -0.31 0.19
C 2.92 0.65 0.90
C 4.28 0.72 1.02
H 7.00 -0.90 0.03
H 6.90 0.50 1.02
H 4.99 -2.00 -0.87
H 2.54 -1.99 -0.99
H 2.29 1.38 1.38
H 4.73 1.52 1.60
O 0.08 1.11 2.04
C -0.42 1.24 3.17
C -0.47 2.58 3.83
C 0.92 2.66 4.52
C 1.35 1.45 5.38
C 1.69 0.14 4.63
C 0.47 -0.70 4.23
N -0.68 0.19 3.98
H -1.27 2.63 4.57
H -0.59 3.39 3.12
H 0.93 3.55 5.15
H 1.67 2.82 3.74
H 0.61 1.25 6.16
H 2.25 1.76 5.91
H 2.35 -0.46 5.25
H 2.26 0.39 3.73
H 0.17 -1.37 5.04
H 0.66 -1.31 3.35
H -1.10 0.49 4.85
*
```

Formula: C3H5BF2NReS2SbSe4
Source: the Open Molecules 2025 dataset
Level of theory: ωB97M-V/def2-TZVPD

Results
Electronic energy: -302488.04990 eV
Frontier orbital gap: 6.3 eV
Energy above the lowest of the compared OMol25 structures with the same formula, charge and spin: 29.1 kcal/mol

```
! RIJCOSX wB97M-V def2-TZVPD def2/J DEFGRID3
* xyz 3 1
Re -0.52 -1.13 1.48
Se -0.64 -0.30 6.92
Sb -2.53 -0.66 5.76
Se -1.40 0.36 2.79
Se -0.70 -3.14 2.63
Se -4.65 -1.04 5.12
F 0.55 -3.79 0.10
B 0.17 -4.37 1.21
F 0.30 -5.61 1.48
S 0.32 -0.70 -0.51
C 0.66 0.62 -1.66
N 0.30 1.86 -1.54
C 0.63 2.73 -2.69
C 1.57 1.93 -3.60
S 1.51 0.18 -3.04
H -0.23 2.21 -0.75
H 1.10 3.64 -2.32
H -0.31 3.00 -3.19
H 2.61 2.25 -3.53
H 1.26 1.96 -4.64
*
```

Formula: C5H24N2O9
Source: the Open Molecules 2025 dataset
Level of theory: ωB97M-V/def2-TZVPD

Results
Electronic energy: -26982.72099 eV
Frontier orbital gap: 10.1 eV
Energy above the lowest of the compared OMol25 structures with the same formula, charge and spin: 0.0 kcal/mol

```
! RIJCOSX wB97M-V def2-TZVPD def2/J DEFGRID3
* xyz 0 1
N -2.99 0.54 -3.20
C -1.79 0.56 -2.55
N -1.07 -0.60 -2.58
O -1.39 1.55 -1.94
H -3.48 1.41 -3.33
H -3.30 -0.27 -3.70
H -1.44 -1.45 -2.97
H -0.25 -0.66 -1.99
O 0.02 2.81 4.26
C 0.28 2.62 2.86
C 1.58 1.93 2.58
O 2.74 2.72 2.87
H 0.74 3.33 4.62
H -0.53 2.01 2.45
H 0.24 3.60 2.36
H 1.61 1.60 1.54
H 1.67 1.01 3.18
H 3.03 2.54 3.77
O 0.34 -2.57 0.62
C 0.57 -3.67 -0.24
C -0.70 -4.44 -0.46
O -1.62 -3.64 -1.22
H 0.31 -1.75 0.10
H 0.94 -3.32 -1.21
H 1.36 -4.32 0.18
H -1.13 -4.71 0.50
H -0.49 -5.32 -1.07
H -2.03 -3.03 -0.60
O 3.41 -0.65 -0.41
H 3.22 -1.58 -0.26
H 3.88 -0.37 0.39
O 1.05 2.74 -1.12
H 0.20 2.94 -1.54
H 1.66 2.66 -1.86
O 0.67 0.03 -0.21
H 0.25 0.88 -0.41
H 1.58 0.13 -0.53
O -3.09 1.97 0.40
H -2.57 1.50 -0.27
H -3.47 1.28 0.95
*
```

Formula: C22H44O24S3
Source: the Open Molecules 2025 dataset
Level of theory: ωB97M-V/def2-TZVPD

Results
Electronic energy: -105166.67587 eV
Frontier orbital gap: 10.7 eV
Energy above the lowest of the compared OMol25 structures with the same formula, charge and spin: 70.6 kcal/mol

```
! RIJCOSX wB97M-V def2-TZVPD def2/J DEFGRID3
* xyz 0 1
O 4.00 4.37 0.60
S 4.25 3.89 -0.77
O 3.30 4.35 -1.77
O 5.88 4.27 -1.22
C 6.39 3.26 -2.02
C 5.84 1.93 -1.44
O 4.55 2.27 -0.91
H 5.95 3.44 -3.00
H 7.47 3.40 -1.98
H 6.40 1.58 -0.57
H 5.91 1.11 -2.15
O 0.84 -1.89 1.33
S 1.10 -0.83 0.40
O 2.24 -1.00 -0.50
O -0.35 -0.38 -0.29
C -0.54 1.03 -0.13
C 0.14 1.45 1.21
O 1.28 0.61 1.27
H -0.12 1.45 -1.05
H -1.62 1.18 -0.03
H -0.60 1.34 2.00
H 0.38 2.50 1.37
O 4.94 1.59 -6.14
S 3.68 0.78 -6.12
O 3.73 -0.66 -5.92
O 2.46 1.39 -5.21
C 1.40 1.94 -5.98
C 1.47 1.25 -7.37
O 2.88 1.11 -7.54
H 0.49 1.66 -5.45
H 1.63 3.01 -5.99
H 0.95 1.70 -8.22
H 1.03 0.27 -7.17
C -2.87 -5.19 -0.39
C -4.36 -4.85 -0.50
O -4.73 -3.98 0.56
C -4.79 -2.70 0.30
O -4.43 -2.15 -0.77
O -5.42 -2.08 1.36
C -5.88 -0.72 1.36
H -2.68 -5.83 0.47
H -2.30 -4.26 -0.33
H -2.57 -5.68 -1.32
H -5.00 -5.73 -0.48
H -4.64 -4.46 -1.48
H -5.30 -0.01 1.95
H -6.88 -0.80 1.78
H -5.99 -0.42 0.32
C -7.55 5.63 -0.89
C -6.61 4.96 0.11
O -5.31 4.83 -0.43
C -4.33 5.68 -0.21
O -4.43 6.66 0.53
O -3.28 5.27 -0.86
C -2.12 6.11 -0.80
H -7.54 5.29 -1.92
H -7.41 6.70 -0.77
H -8.60 5.49 -0.63
H -7.12 4.03 0.37
H -6.55 5.62 0.97
H -2.37 7.17 -0.80
H -1.64 5.96 -1.77
H -1.41 5.78 -0.04
C -0.06 1.91 8.58
C 1.24 1.71 7.75
O 1.80 2.98 7.23
C 1.26 3.85 6.33
O 0.37 3.45 5.58
O 1.97 5.00 6.41
C 1.59 6.08 5.70
H -0.98 1.88 7.99
H -0.08 2.82 9.17
H -0.12 1.06 9.26
H 0.99 1.15 6.84
H 2.00 1.20 8.33
H 2.28 6.92 5.83
H 0.62 6.48 6.00
H 1.46 5.86 4.65
C 2.59 -7.13 -0.24
C 2.36 -7.84 -1.63
O 2.14 -9.24 -1.36
C 3.04 -10.11 -1.82
O 4.12 -9.85 -2.32
O 2.58 -11.24 -1.44
C 3.17 -12.48 -1.86
H 1.75 -7.19 0.44
H 2.54 -6.06 -0.42
H 3.56 -7.32 0.23
H 3.18 -7.65 -2.33
H 1.49 -7.40 -2.13
H 2.73 -13.24 -1.22
H 4.22 -12.56 -1.58
H 2.97 -12.74 -2.90
*
```

Formula: C3H4Br2S
Source: the Open Molecules 2025 dataset
Level of theory: ωB97M-V/def2-TZVPD

Results
Electronic energy: -154094.58624 eV
Frontier orbital gap: 9.5 eV
Energy above the lowest of the compared OMol25 structures with the same formula, charge and spin: 20.7 kcal/mol

```
! RIJCOSX wB97M-V def2-TZVPD def2/J DEFGRID3
* xyz 0 1
S 1.52 0.55 -1.76
C 1.00 0.05 0.03
C -0.40 -0.32 -0.10
C -1.43 0.16 0.72
Br -3.25 -0.33 0.46
Br -1.07 1.42 2.16
H 1.89 -0.68 -1.92
H 1.60 -0.69 0.48
H 0.98 0.88 0.73
H -0.85 -1.05 -0.81
*
```

Formula: C4H12O
Source: the Open Molecules 2025 dataset
Level of theory: ωB97M-V/def2-TZVPD

Results
Electronic energy: -6388.41470 eV
Frontier orbital gap: 11.2 eV
Energy above the lowest of the compared OMol25 structures with the same formula, charge and spin: 39.3 kcal/mol

```
! RIJCOSX wB97M-V def2-TZVPD def2/J DEFGRID3
* xyz 0 1
C 1.17 -2.68 0.64
C 1.04 -1.73 -0.50
O -0.07 -0.87 -0.05
H 2.11 -3.07 0.73
H 0.30 -3.37 0.51
H 0.74 -2.19 1.52
H 1.95 -1.12 -0.72
H 0.65 -2.14 -1.40
H 0.05 0.10 -0.10
C -0.54 2.14 0.41
C -1.51 2.89 -0.57
H -0.90 1.14 0.67
H 0.44 1.97 -0.12
H -0.34 2.63 1.39
H -2.01 3.61 0.07
H -2.35 2.20 -0.77
H -0.98 3.46 -1.25
*
```

Formula: C4H5Cl
Source: the Open Molecules 2025 dataset
Level of theory: ωB97M-V/def2-TZVPD

Results
Electronic energy: -16745.37717 eV
Frontier orbital gap: 8.6 eV
Energy above the lowest of the compared OMol25 structures with the same formula, charge and spin: 109.5 kcal/mol

```
! RIJCOSX wB97M-V def2-TZVPD def2/J DEFGRID3
* xyz 0 1
C -1.17 -1.23 1.08
C -0.78 -0.41 1.86
C 0.44 -0.50 -1.32
C 1.52 -0.08 -0.32
Cl 2.10 -1.40 0.59
H -1.29 -2.02 0.30
H 0.15 -1.47 -1.35
H 0.74 0.06 -2.15
H -0.42 0.04 -0.87
H -0.54 0.21 2.61
*
```

Formula: C3H8OS
Source: the Open Molecules 2025 dataset
Level of theory: ωB97M-V/def2-TZVPD

Results
Electronic energy: -16118.51680 eV
Frontier orbital gap: 8.8 eV
Energy above the lowest of the compared OMol25 structures with the same formula, charge and spin: 108.9 kcal/mol

```
! RIJCOSX wB97M-V def2-TZVPD def2/J DEFGRID3
* xyz 0 1
C 0.62 -1.68 -0.75
S -0.04 -0.50 0.24
C -1.32 0.26 -0.93
C 0.85 1.09 0.99
O -0.74 -0.97 1.40
H 1.43 -1.14 -1.14
H 0.97 -2.78 -0.08
H -2.31 -0.21 -0.94
H -1.39 1.27 -0.45
H -0.91 0.34 -1.93
H 1.81 1.47 0.58
H 0.21 1.99 1.00
H 0.82 0.86 2.01
*
```

Formula: C3H5N2O
Source: the Open Molecules 2025 dataset
Level of theory: ωB97M-V/def2-TZVPD

Results
Electronic energy: -8210.42551 eV
Frontier orbital gap: 10.3 eV
Energy above the lowest of the compared OMol25 structures with the same formula, charge and spin: 63.8 kcal/mol

```
! RIJCOSX wB97M-V def2-TZVPD def2/J DEFGRID3
* xyz 1 1
C -1.93 0.93 -0.06
N -1.14 0.02 -0.29
C -0.09 -0.67 -0.12
O -0.23 -1.99 0.12
N 1.08 -0.23 -0.52
C 1.94 0.47 0.10
H -2.04 1.31 0.96
H -2.60 1.15 -0.91
H 0.59 -2.52 -0.04
H 1.68 0.73 1.19
H 2.75 0.80 -0.44
*
```